{"formula": "C4H16O4", "method": "ωB97M-V/def2-TZVPD", "smiles": "C=CCC.O.O.O.O", "homo_lumo_gap_ev": 10.2054, "total_charge": 0, "relative_energy_kcal_mol": 37.7, "species": ["C", "C", "C", "C", "H", "H", "H", "H", "H", "H", "H", "H", "H", "H", "O", "H", "H", "O", "H", "H", "O", "H", "H", "O"], "coordinates": [[0.994, 1.099, -2.053], [-0.459, 1.593, -1.842], [-0.990, 1.169, -0.509], [-2.285, 1.002, -0.267], [1.579, 1.804, -2.637], [1.415, 0.794, -1.100], [1.047, 0.183, -2.655], [-1.125, 1.315, -2.656], [-0.457, 2.690, -1.884], [-0.293, 0.973, 0.300], [-2.700, 0.755, 0.703], [-3.026, 1.416, -0.945], [3.104, -1.733, 4.050], [4.003, -0.692, 4.712], [3.436, -1.433, 4.914], [-3.932, -2.082, -3.669], [-3.491, -3.449, -3.600], [-3.159, -2.577, -3.391], [3.899, 0.859, 1.988], [3.640, -0.610, 1.310], [3.777, -0.077, 2.120], [-2.193, -0.949, 2.946], [-1.455, -1.052, 1.595], [-1.329, -0.996, 2.571]], "forces_ev_per_angstrom": [[-0.702, -0.712, -0.800], [0.872, 0.571, 0.070], [-0.833, -0.484, 0.030], [-0.332, 1.040, 0.285], [0.278, 0.236, 0.471], [0.451, 0.532, 0.082], [-0.362, 0.004, 0.075], [-0.029, -0.318, 0.049], [0.112, -0.047, 0.174], [0.198, -0.102, -0.121], [0.301, -0.142, 0.106], [0.036, -0.576, -0.373], [0.235, 0.369, 0.488], [0.149, 0.240, -0.255], [-0.399, -0.600, -0.205], [0.022, 0.726, 0.073], [0.380, -0.736, 0.095], [-0.398, 0.013, -0.165], [-0.075, 0.108, -0.797], [0.227, 1.243, 0.489], [-0.141, -1.356, 0.284], [-0.927, 0.026, 0.299], [0.021, 0.060, 1.095], [0.918, -0.096, -1.447]], "mulliken_charge": [-0.9849, -0.1940, -0.0112, -1.0375, 0.3146, 0.2032, 0.2688, 0.3332, 0.2302, 0.3390, 0.2947, 0.2538, 0.3201, 0.3079, -0.6317, 0.3159, 0.3100, -0.6284, 0.2935, 0.3063, -0.5977, 0.3078, 0.3360, -0.6499]}

***

{"formula": "C4H17LiN4O7", "method": "ωB97M-V/def2-TZVPD", "homo_lumo_gap_ev": 8.6221, "total_charge": 0, "species": ["Li", "C", "C", "O", "O", "H", "H", "H", "C", "O", "N", "N", "H", "H", "H", "H", "C", "O", "N", "N", "H", "H", "H", "H", "O", "H", "H", "O", "H", "H", "O", "H", "H"], "coordinates": [[-0.598, -0.670, -0.481], [-1.173, -0.179, 3.423], [-1.172, -0.460, 1.930], [-0.401, -1.381, 1.662], [-1.835, 0.163, 1.063], [-1.635, 0.791, 3.609], [-0.110, -0.026, 3.609], [-1.659, -0.814, 4.163], [2.620, -0.608, -1.508], [1.575, -0.261, -0.937], [3.113, -1.799, -1.550], [3.414, 0.222, -2.233], [2.675, -2.591, -1.102], [4.000, -1.842, -2.030], [4.220, -0.249, -2.618], [2.966, 1.051, -2.596], [0.347, 3.199, 0.763], [1.002, 4.261, 0.548], [0.495, 2.467, 1.782], [-0.540, 2.727, -0.052], [-0.025, 1.608, 1.890], [1.330, 2.673, 2.312], [-1.100, 1.907, 0.128], [-0.821, 3.352, -0.794], [-3.429, -2.103, -0.418], [-3.437, -1.182, -0.156], [-4.284, -2.437, -0.147], [-1.483, 0.207, -2.188], [-1.059, 0.857, -2.748], [-2.318, 0.026, -2.620], [-0.201, -2.606, -1.042], [-0.892, -3.250, -1.198], [0.418, -3.054, -0.465]], "forces_ev_per_angstrom": [[0.283, -0.258, 0.359], [-0.382, 2.368, 0.098], [-0.271, -1.651, 1.146], [1.080, -0.965, -1.260], [-0.364, 1.051, -0.555], [-0.118, 0.272, -0.003], [-0.040, -0.380, 0.633], [0.307, -0.691, -0.649], [-2.571, 2.928, 0.474], [0.537, -0.192, -0.551], [1.321, -3.790, 0.337], [-0.105, 0.928, 0.113], [0.381, 0.302, -0.105], [-0.377, -1.196, 0.414], [-0.213, 1.222, -0.597], [0.659, -0.051, -0.045], [2.155, 4.924, -2.418], [-0.913, -1.489, 0.276], [1.780, -2.687, 5.213], [-3.043, -0.312, -3.903], [0.356, 0.214, 0.159], [-0.357, -0.391, 0.280], [-0.083, 0.049, 0.226], [-0.006, -0.259, 0.147], [0.065, -0.267, -0.422], [0.284, 0.452, 0.404], [-0.180, -0.136, 0.061], [0.097, -0.079, 0.171], [0.311, 0.183, -0.009], [-0.290, -0.218, 0.051], [0.135, 0.051, -0.558], [-0.425, -0.057, 0.026], [-0.013, 0.125, 0.488]], "mulliken_charge": [0.9021, -1.1451, 0.8258, -0.6953, -0.8952, 0.3565, 0.3377, 0.3299, 0.6024, -0.5550, -0.3088, -0.4362, 0.1926, 0.1176, 0.1342, 0.2401, 0.5496, -0.7784, -0.3201, -0.2393, 0.2734, 0.1891, 0.1912, 0.1742, -0.5919, 0.2983, 0.2739, -0.5267, 0.2565, 0.2328, -0.4846, 0.2295, 0.2691]}

***

{"formula": "C4H17N2O2", "method": "ωB97M-V/def2-TZVPD", "homo_lumo_gap_ev": [3.0784, 10.7646], "total_charge": 0, "s_squared": 0.7505, "relative_energy_kcal_mol": 24.5, "multiplicity": 2, "species": ["N", "C", "C", "N", "C", "C", "H", "H", "H", "H", "H", "H", "H", "H", "H", "H", "H", "H", "H", "H", "H", "O", "H", "H", "O"], "coordinates": [[-1.737, -0.696, -2.030], [-1.844, -1.547, -0.856], [-0.621, -1.338, 0.044], [-0.188, 0.049, 0.029], [-0.906, 0.930, 0.988], [-0.728, 2.401, 0.585], [-0.316, 0.491, -0.870], [-2.553, -0.287, -2.452], [-1.172, -1.117, -2.751], [-2.813, -1.453, -0.370], [-1.884, -2.589, -1.198], [0.173, -1.968, -0.338], [-0.781, -1.631, 1.053], [0.880, 0.188, 0.127], [-0.356, 0.850, 1.927], [-1.947, 0.644, 1.083], [-1.603, 2.954, 0.914], [0.276, 2.719, 0.783], [-0.934, 2.550, -0.492], [2.962, 0.120, 0.252], [2.750, 1.604, 0.165], [2.287, 0.796, -0.114], [3.635, -0.838, 1.876], [3.559, -1.870, 0.717], [3.862, -0.962, 0.928]], "forces_ev_per_angstrom": [[0.468, 0.552, -0.220], [-0.602, -0.589, -0.734], [-0.274, -0.448, -1.080], [0.508, 0.874, 0.611], [1.152, 0.988, 0.195], [-1.637, -0.938, -1.739], [-0.542, -0.474, -0.899], [-0.331, -0.267, 0.313], [0.006, -0.053, -0.103], [0.064, 0.631, 0.233], [0.353, -0.082, 0.384], [0.442, 0.078, -0.025], [-0.211, -0.267, 0.853], [-0.496, -0.062, 0.475], [-0.473, -0.518, 0.271], [0.001, -0.192, -0.040], [0.583, 0.524, 1.127], [0.157, 0.703, 0.464], [0.565, -0.458, 0.018], [-0.668, -0.135, -0.400], [-0.474, 0.222, -0.134], [1.269, 0.035, 0.266], [-0.041, -0.174, -0.064], [-0.120, 0.028, 0.058], [0.302, 0.022, 0.169]], "mulliken_charge": [-0.6156, -0.3740, -1.8001, 1.1806, -0.7964, -1.3422, 0.4434, 0.1837, 0.2299, 0.4039, 0.3410, 0.7141, 0.2287, -0.1588, 0.5201, 0.3973, 0.3932, 0.3155, 0.3398, 0.3993, 0.3934, -1.0571, 0.5175, 0.4827, -1.3399]}

***

{"formula": "C4H17N2O2", "method": "ωB97M-V/def2-TZVPD", "homo_lumo_gap_ev": [3.1376, 9.5184], "total_charge": 0, "s_squared": 0.7505, "relative_energy_kcal_mol": 38.5, "multiplicity": 2, "species": ["N", "C", "C", "N", "C", "C", "H", "H", "H", "H", "H", "H", "H", "H", "H", "H", "H", "H", "H", "H", "H", "O", "H", "H", "O"], "coordinates": [[1.730, 0.702, -0.774], [0.407, 0.447, -1.365], [-0.691, 0.063, -0.343], [-0.090, -0.694, 0.767], [-0.358, -2.134, 0.541], [-0.617, -0.318, 2.084], [1.775, 1.575, -0.236], [2.516, 0.512, -1.465], [1.900, -0.045, -0.031], [0.440, -0.294, -2.158], [0.044, 1.330, -1.883], [-1.499, -0.448, -0.864], [-1.168, 0.972, 0.114], [-0.801, -2.692, 1.387], [0.620, -2.653, 0.338], [-0.950, -2.371, -0.349], [-1.640, -0.689, 2.265], [-0.433, 0.754, 2.149], [0.035, -0.759, 2.886], [-3.091, 0.875, -2.582], [-2.309, 0.238, -3.719], [-2.223, 0.514, -2.803], [2.423, 2.437, 1.976], [1.697, 1.156, 2.371], [2.284, 1.521, 1.693]], "forces_ev_per_angstrom": [[0.109, -2.256, 0.577], [-1.628, 0.416, -0.414], [0.559, 1.407, 1.115], [-1.677, -1.552, -0.040], [1.887, -1.339, -0.248], [1.392, -0.385, 0.221], [0.256, 0.360, -0.304], [-0.172, 0.708, 0.051], [-0.384, 0.778, -0.676], [0.569, -0.329, 0.186], [0.312, 0.267, 0.017], [0.182, -0.184, 0.069], [0.606, -0.473, -0.589], [0.071, 0.659, -0.122], [-0.706, 0.320, 0.243], [-0.157, 0.431, 0.159], [0.084, 0.632, -0.044], [-0.807, 0.203, 0.320], [-0.531, 0.112, -0.704], [0.125, -0.022, -0.007], [0.047, -0.024, -0.124], [-0.293, 0.098, -0.076], [0.115, -0.021, -0.072], [0.074, -0.083, -0.055], [-0.036, 0.278, 0.517]], "mulliken_charge": [-0.1417, -2.2094, -0.9758, 0.4783, -1.2301, -1.7171, 0.6494, 0.9415, 0.6517, -0.0395, 0.0078, 0.6070, 0.4463, 0.3143, 0.4003, 0.3982, 0.3833, 0.6424, 0.3014, 0.2613, 0.2735, -0.4714, 0.4289, 0.1815, -0.5821]}

***

{"formula": "C4H17N2O2", "method": "ωB97M-V/def2-TZVPD", "homo_lumo_gap_ev": 11.0271, "total_charge": 1, "relative_energy_kcal_mol": 20.8, "species": ["C", "C", "C", "C", "N", "N", "H", "H", "H", "H", "H", "H", "H", "H", "H", "H", "H", "H", "H", "H", "H", "O", "H", "H", "O"], "coordinates": [[2.196, -1.222, -0.493], [0.831, -0.856, 0.058], [0.938, 0.283, 1.153], [-0.345, 0.674, 1.861], [-1.555, 0.615, 0.956], [-0.205, -0.437, -0.907], [2.732, -0.352, -0.917], [2.790, -1.611, 0.346], [2.240, -1.869, -1.369], [0.454, -1.802, 0.528], [1.698, 0.017, 1.886], [1.176, 1.124, 0.476], [-0.182, 1.771, 1.925], [-0.543, 0.241, 2.847], [-2.350, 0.107, 1.350], [-1.867, 1.548, 0.704], [-1.314, 0.039, 0.064], [0.091, 0.444, -1.331], [-0.182, -1.144, -1.638], [-3.549, -1.542, -0.562], [-3.050, -2.501, 0.518], [-2.785, -1.756, -0.024], [1.541, 2.176, -2.828], [2.142, 3.103, -1.742], [1.414, 2.495, -1.928]], "forces_ev_per_angstrom": [[0.852, 1.166, -0.359], [-0.485, -0.865, 1.692], [-0.318, -1.370, -2.181], [0.004, 1.939, -0.367], [-0.707, -0.558, 0.679], [1.042, -0.303, -0.674], [-0.232, 0.126, 0.608], [0.007, -0.106, -0.497], [-0.568, -0.645, 0.399], [-0.009, 0.757, -0.227], [0.151, 0.414, -0.202], [0.672, 0.020, 0.808], [-0.354, -0.649, 1.057], [-0.008, -0.055, -0.490], [0.164, 0.150, 0.142], [-0.025, -0.052, -0.023], [0.424, 0.164, -0.190], [0.154, -0.089, -0.171], [-0.495, 0.200, -0.115], [-0.253, -0.098, -0.196], [-0.146, -0.295, 0.060], [0.195, 0.258, 0.212], [0.147, 0.214, 0.025], [-0.157, -0.164, -0.188], [-0.055, -0.158, 0.197]], "mulliken_charge": [-1.4639, 0.3022, -0.7629, -0.5751, -0.2290, -0.5045, 0.2986, 0.3858, 0.4045, 0.2002, 0.4865, 0.2458, 0.2890, 0.3548, 0.3657, 0.3574, 0.3501, 0.1847, 0.3004, 0.2968, 0.3008, -0.5896, 0.3155, 0.3147, -0.6285]}

***

{"formula": "C4H17N2O2", "method": "ωB97M-V/def2-TZVPD", "homo_lumo_gap_ev": 9.9271, "total_charge": 1, "relative_energy_kcal_mol": 75.9, "species": ["C", "N", "C", "N", "C", "C", "H", "H", "H", "H", "H", "H", "H", "H", "H", "H", "H", "H", "H", "H", "H", "O", "H", "H", "O"], "coordinates": [[0.393, -0.646, 1.823], [1.483, 0.336, 2.097], [0.282, -0.832, 0.299], [-0.647, 0.341, -0.235], [-2.014, -0.082, -0.451], [1.623, -0.677, -0.342], [-0.425, -0.219, 2.327], [0.480, -1.571, 2.436], [1.423, 0.711, 3.031], [2.612, 0.049, 1.913], [-0.257, -1.853, -0.055], [-0.204, 0.201, -1.273], [-0.667, 1.322, 0.096], [-2.686, 0.695, -0.183], [-2.237, -0.895, 0.250], [-2.033, -0.376, -1.543], [2.278, -1.296, 0.203], [1.990, 0.358, -0.209], [1.920, -0.782, -1.379], [-0.587, -2.335, -2.750], [-1.090, -0.885, -3.278], [-0.795, -1.356, -2.549], [-0.195, 3.406, 0.729], [-0.093, 3.416, -0.873], [-0.551, 2.970, -0.081]], "forces_ev_per_angstrom": [[2.621, -0.598, 0.815], [3.298, -0.618, -0.809], [-2.182, -0.653, -0.118], [2.552, -2.935, -3.976], [-0.967, -1.197, -0.725], [1.152, 1.749, -0.221], [-1.673, 0.784, -0.161], [0.421, -0.072, -1.015], [0.044, -0.167, 0.162], [-4.559, 0.600, 0.860], [1.074, 2.589, 1.050], [-1.310, 1.606, 2.806], [1.353, -0.088, 0.038], [-0.573, 0.873, -0.127], [-0.097, -0.136, -0.553], [-1.116, 0.146, 2.091], [1.034, -0.821, 0.590], [-0.275, -0.384, 0.538], [-1.291, -0.887, -0.577], [-0.627, 2.619, -0.062], [-0.763, 0.679, -2.748], [1.927, -3.571, 1.964], [-0.306, -0.299, -0.990], [-1.004, -0.901, 1.916], [1.268, 1.683, -0.750]], "mulliken_charge": [-0.9515, -0.5553, 0.7626, -0.1541, -0.9106, -1.9453, 0.4798, 0.3399, 0.2347, 0.2305, 0.3079, 0.3845, 0.4483, 0.3717, 0.3482, 0.3374, 0.4778, 0.4960, 0.3748, 0.2877, 0.2905, -0.6044, 0.3419, 0.3262, -0.7194]}

***

What is the formula in the second record? C4H17LiN4O7